Entry 1:
This record from OMol25 describes 10 unconnected molecules or ions with the total composition C40H107N7O13 in a non-equilibrium geometry. The level of theory is ωB97M-V/def2-TZVPD.

The HOMO energy is -0.315 Ha. Its gap between HOMO and LUMO is 8.82 eV. Its LUMO energy is 0.24 eV. The calculated total energy comes out at -80249.7748 eV. The energy relative to the best compared isomer or geometry (same formula, charge and spin) comes out at 703.81 kJ/mol. Its SMILES is COC[C@H](C)N.COC[C@H](C)N.COC[C@H](C)N.COC[C@H](C)N.COCCNCCOC.COCCNCCOC.COCCNCCOC.CCO.CCO.CCO.

Each line ends with the Mulliken charge.
Atoms and positions in Å:
C  -8.1030  3.6401  18.5471  -0.72
O  -8.2672  3.2075  17.2458  -0.31
C  -6.9318  2.7616  16.7188  -0.58
C  -6.8620  2.7183  15.1612  0.43
C  -7.8362  1.6863  14.4492  -1.32
N  -5.5058  2.3428  14.8081  -0.69
H  -8.2307  2.8712  19.3091  0.27
H  -8.6690  4.5126  18.8736  0.28
H  -7.1398  4.1349  18.6714  0.31
H  -6.1592  3.5056  16.9128  0.29
H  -6.5997  1.8442  17.2047  0.34
H  -7.1971  3.7029  14.8350  0.19
H  -7.7838  1.6540  13.3609  0.37
H  -8.8734  1.8380  14.7480  0.32
H  -7.5480  0.7127  14.8455  0.37
H  -5.5053  2.1914  13.8096  0.25
H  -4.7168  2.9728  14.8330  0.22
C  -18.5811  6.1358  17.0571  -0.80
O  -18.1275  7.2381  17.7663  -0.21
C  -17.7812  8.4349  17.0472  -0.73
C  -17.8443  9.6583  17.9828  0.48
C  -16.9280  10.8299  17.6442  -1.24
N  -17.5826  9.3498  19.4139  -0.68
H  -19.0781  5.4028  17.6925  0.21
H  -17.7355  5.5857  16.6442  0.30
H  -19.2100  6.4498  16.2241  0.33
H  -16.8114  8.3317  16.5602  0.34
H  -18.4087  8.6260  16.1767  0.35
H  -18.9027  9.9166  18.0177  0.19
H  -16.9834  11.6948  18.3052  0.33
H  -16.9828  11.0125  16.5710  0.35
H  -15.9143  10.4514  17.7750  0.24
H  -17.8455  8.3833  19.5442  0.30
H  -16.6117  9.0783  19.4739  0.22
C  -13.3506  9.5919  27.5659  -0.78
O  -14.1258  8.4704  27.1917  -0.20
C  -13.5197  7.2903  27.5498  -0.76
C  -14.2836  6.0580  26.8963  0.24
C  -13.7846  4.6530  27.4340  -1.33
N  -14.0374  6.1087  25.5332  -0.53
H  -12.4750  9.7827  26.9455  0.32
H  -13.0334  9.6585  28.6066  0.33
H  -14.0700  10.4006  27.4369  0.21
H  -12.5028  7.2441  27.1603  0.32
H  -13.4248  7.1927  28.6312  0.39
H  -15.3660  6.1328  27.0008  0.26
H  -14.1009  3.7435  26.9233  0.41
H  -14.0893  4.5122  28.4710  0.33
H  -12.6988  4.7478  27.4206  0.29
H  -13.0484  6.3021  25.4654  0.25
H  -14.0820  5.1818  25.1345  0.25
C  -19.2932  12.0848  27.6613  -0.74
O  -18.3252  12.4594  26.7860  -0.32
C  -18.0365  11.5790  25.7130  -0.67
C  -16.9429  12.1977  24.7093  0.52
C  -17.4725  13.0254  23.5235  -1.49
N  -16.2458  11.1069  24.0517  -0.64
H  -19.4730  12.7560  28.5010  0.25
H  -19.1335  11.0666  28.0160  0.31
H  -20.2527  11.9735  27.1562  0.31
H  -17.8241  10.5534  26.0149  0.37
H  -18.9715  11.5635  25.1528  0.33
H  -16.3802  12.9170  25.3043  0.22
H  -16.7485  13.7113  23.0837  0.36
H  -18.2554  13.7353  23.7904  0.37
H  -17.9028  12.5671  22.6330  0.38
H  -16.0788  10.3454  24.6939  0.21
H  -16.8012  10.6995  23.3130  0.24
C  -1.7351  7.5372  26.5625  -0.73
O  -2.6407  6.4576  26.6918  -0.33
C  -2.8605  5.7196  25.5399  -0.64
C  -4.0065  4.6556  25.6654  -0.62
N  -5.2838  5.2578  25.8043  -0.15
C  -6.3331  4.4597  25.2854  -0.69
C  -7.7955  5.1069  25.2643  -0.57
O  -8.6171  4.5311  24.2551  -0.29
C  -8.8885  3.1503  24.2589  -0.76
H  -0.6941  7.2544  26.4059  0.28
H  -1.7967  7.9897  27.5523  0.24
H  -2.1240  8.2088  25.7972  0.34
H  -1.9589  5.1475  25.3206  0.36
H  -2.9394  6.4108  24.7008  0.36
H  -3.7667  3.9966  26.4998  0.34
H  -3.9436  4.0235  24.7796  0.42
H  -5.5972  5.5986  26.7019  0.22
H  -6.4930  3.5433  25.8535  0.33
H  -6.1823  4.0798  24.2749  0.36
H  -7.7066  6.1298  24.8985  0.31
H  -8.3089  5.1036  26.2258  0.35
H  -9.3920  2.9424  25.2030  0.33
H  -8.1230  2.4252  23.9827  0.27
H  -9.6260  2.9260  23.4883  0.27
C  -12.0079  14.2224  15.1235  -0.79
O  -11.4945  14.3995  16.4420  -0.37
C  -10.8163  13.2691  16.8661  -0.48
C  -10.5265  13.2595  18.3047  -0.60
N  -10.2751  11.9569  18.7731  -0.25
C  -10.0925  11.8295  20.2343  -0.76
C  -9.3675  10.6160  20.5874  -0.35
O  -8.0441  10.5016  20.0444  -0.37
C  -7.3206  9.4334  20.6760  -0.78
H  -12.5676  15.1154  14.8454  0.35
H  -12.9029  13.6166  15.2652  0.32
H  -11.2708  13.8441  14.4151  0.28
H  -9.9038  13.1284  16.2867  0.25
H  -11.4773  12.4272  16.6604  0.36
H  -11.3640  13.6682  18.8700  0.38
H  -9.6809  13.9180  18.5034  0.29
H  -9.4102  11.6227  18.3727  0.22
H  -11.0911  11.9827  20.6436  0.41
H  -9.5699  12.6926  20.6467  0.35
H  -9.9390  9.8341  20.0874  0.20
H  -9.3672  10.4392  21.6630  0.46
H  -7.7873  8.4499  20.6204  0.30
H  -6.9182  9.6446  21.6667  0.31
H  -6.3966  9.4213  20.0979  0.29
C  -19.9426  5.6901  23.1959  -0.74
O  -21.3778  5.5866  22.8216  -0.39
C  -21.5749  6.0795  21.4661  -0.51
C  -23.0081  6.0361  21.1156  -0.81
N  -23.4968  4.6790  21.1807  -0.19
C  -24.9668  4.6800  21.4364  -0.53
C  -25.7006  3.3662  21.8048  -0.68
O  -25.8123  2.3637  20.7000  -0.36
C  -24.5666  1.6662  20.4569  -0.54
H  -19.8112  5.5804  24.2724  0.28
H  -19.7323  6.7567  23.1169  0.31
H  -19.3505  4.9922  22.6039  0.28
H  -21.0476  5.5224  20.6916  0.31
H  -21.2927  7.1262  21.3534  0.46
H  -23.0675  6.5382  20.1500  0.30
H  -23.5538  6.7655  21.7141  0.38
H  -22.9462  4.0868  21.7858  0.33
H  -25.5455  5.0118  20.5744  0.27
H  -25.1482  5.4273  22.2089  0.43
H  -26.7653  3.5941  21.8540  0.32
H  -25.3421  2.9458  22.7444  0.38
H  -24.5135  1.0737  21.3703  0.27
H  -23.7136  2.3397  20.3741  0.16
H  -24.4267  1.1653  19.4990  0.28
C  -13.1540  7.2490  19.0293  -1.02
C  -13.3802  7.0945  20.5495  -0.22
O  -14.6916  6.7193  20.8839  -0.48
H  -13.6983  6.5720  18.3709  0.38
H  -12.1196  7.2943  18.6884  0.32
H  -13.6289  8.1873  18.7424  0.14
H  -13.1131  8.0310  21.0391  0.26
H  -12.8726  6.1942  20.8959  0.34
H  -14.6624  6.4752  21.8119  0.28
C  -12.8674  9.3798  13.3493  -0.91
C  -12.8553  10.2039  12.0331  -0.12
O  -11.6263  9.8963  11.3880  -0.52
H  -11.8404  9.1868  13.6592  0.29
H  -13.3709  8.4232  13.2100  0.28
H  -13.2594  9.9739  14.1748  0.25
H  -12.7890  11.2751  12.2233  0.21
H  -13.7240  9.9828  11.4131  0.22
H  -11.4133  10.6741  10.8671  0.30
C  -16.6349  1.0632  22.7932  -1.02
C  -15.9830  -0.2266  23.0530  -0.18
O  -14.8653  -0.0313  23.8910  -0.52
H  -16.8935  1.5363  23.7405  0.28
H  -17.5434  0.8479  22.2308  0.33
H  -16.0768  1.8329  22.2601  0.29
H  -15.5994  -0.5646  22.0903  0.23
H  -16.6549  -0.9644  23.4914  0.29
H  -14.5694  -0.8637  24.2667  0.30

Atoms 1-3, force components in eV/Å:
0.79 1.16 1.38
1.95 -0.61 -1.61
-1.25 0.54 -0.78

---

Entry 2:
This record from OMol25 describes 10 unconnected molecules or ions with the total composition C40H110N10O10 in a non-equilibrium geometry. The level of theory is ωB97M-V/def2-TZVPD.

The HOMO energy is -0.325 Ha. Its gap between HOMO and LUMO is 9.25 eV. Its LUMO energy is 0.41 eV. The calculated total energy comes out at -78630.3170 eV. The energy relative to the best compared isomer or geometry (same formula, charge and spin) comes out at 525.88 kJ/mol. Its SMILES is COC[C@H](C)N.COC[C@H](C)N.COC[C@H](C)N.COC[C@H](C)N.COC[C@H](C)N.COC[C@H](C)N.COC[C@H](C)N.COC[C@H](C)N.COC[C@H](C)N.COC[C@H](C)N.

Each line ends with the Mulliken charge.
Atoms and positions in Å:
C  2.6967  1.8880  3.7133  0.04
O  3.6515  2.5142  4.6726  -0.47
C  3.8825  3.9390  4.4105  -0.84
C  5.0487  4.3995  5.2944  0.90
C  4.6604  4.6104  6.7667  -1.40
N  5.5828  5.5882  4.6450  -0.86
H  2.7643  0.8012  3.7619  0.08
H  2.8829  2.2167  2.6909  -0.24
H  1.6795  2.1820  3.9721  0.38
H  3.9873  4.0594  3.3322  0.25
H  2.9445  4.4286  4.6720  0.47
H  5.8597  3.6801  5.1808  0.04
H  4.5860  3.6295  7.2360  0.33
H  3.6524  5.0143  6.8611  0.30
H  5.5024  5.0955  7.2606  0.38
H  6.5727  5.6700  4.8278  0.33
H  5.7374  5.3765  3.6697  0.28
C  5.3078  1.5654  0.9121  -0.25
O  6.5762  2.2798  0.8824  -0.53
C  7.1929  2.1030  2.2012  -0.40
C  8.3451  3.0955  2.2762  0.19
C  9.3759  2.7257  3.3633  -1.35
N  8.0060  4.5777  2.3789  -0.70
H  4.5664  2.2328  1.3514  0.02
H  5.4261  0.5628  1.3229  0.28
H  5.0084  1.5519  -0.1359  0.29
H  6.4436  2.2844  2.9718  0.20
H  7.5839  1.0908  2.3042  0.28
H  8.8114  3.0297  1.2931  0.40
H  9.7911  1.7679  3.0498  0.38
H  8.8409  2.5746  4.3009  0.27
H  10.1354  3.5073  3.3462  0.41
H  8.9183  4.9442  2.1476  0.28
H  7.4627  4.7580  1.5468  0.26
C  -1.5555  -4.9142  -1.1009  -0.49
O  -2.2354  -6.1178  -0.8943  -0.35
C  -1.5643  -7.2253  -1.5480  -0.99
C  -1.4557  -6.9980  -3.0519  0.78
C  -2.7601  -6.8322  -3.8198  -1.35
N  -0.8537  -8.1676  -3.5832  -0.77
H  -2.0035  -4.1239  -0.4985  0.17
H  -1.5643  -4.4881  -2.1042  -0.01
H  -0.4874  -4.9418  -0.8853  0.46
H  -0.5374  -7.3560  -1.2066  0.41
H  -2.0694  -8.1582  -1.2975  0.38
H  -0.9078  -6.0839  -3.2809  0.17
H  -3.3989  -6.0669  -3.3789  0.26
H  -3.3304  -7.7580  -3.8956  0.37
H  -2.5618  -6.6249  -4.8714  0.33
H  -1.2756  -8.9965  -3.1893  0.30
H  0.0753  -8.1890  -3.1874  0.30
C  0.3971  1.0659  -3.6239  -0.41
O  0.5138  1.2672  -5.0041  -0.40
C  1.6643  0.8238  -5.6942  -0.72
C  1.5492  1.2620  -7.2133  0.42
C  0.2521  0.5775  -7.7561  -1.09
N  2.7647  0.8691  -7.8474  -0.74
H  -0.3882  1.6088  -3.0978  0.17
H  1.2781  1.4437  -3.1051  0.32
H  0.2000  0.0381  -3.3191  0.11
H  2.6026  1.1180  -5.2239  0.45
H  1.6971  -0.2651  -5.6586  0.16
H  1.4938  2.3506  -7.2111  0.31
H  0.2744  -0.5062  -7.6413  0.06
H  0.1268  0.9376  -8.7773  0.47
H  -0.6046  0.7822  -7.1140  0.34
H  2.5414  0.9853  -8.8256  0.27
H  2.9806  -0.1140  -7.7646  0.26
C  -5.5922  4.1628  2.6140  -0.61
O  -5.3905  2.9880  3.2755  -0.38
C  -3.9752  2.6828  3.6179  0.16
C  -3.4671  1.2954  3.1459  0.50
C  -4.2621  0.1843  3.8920  -1.50
N  -1.9859  1.2421  3.2760  -0.23
H  -5.0512  4.2541  1.6721  0.28
H  -5.1969  4.9773  3.2208  0.21
H  -6.6503  4.3658  2.4489  0.30
H  -3.2803  3.4338  3.2422  -0.39
H  -3.8780  2.7713  4.7000  0.30
H  -3.6198  1.2584  2.0673  0.04
H  -3.8410  -0.8076  3.7281  0.36
H  -5.3015  0.2091  3.5646  0.40
H  -4.2609  0.3485  4.9695  0.36
H  -1.7087  2.2131  3.2996  -0.14
H  -1.7166  1.0124  4.2220  0.28
C  -3.1576  8.0979  3.8460  -0.81
O  -2.2204  7.1132  3.5216  -0.34
C  -2.3623  6.4911  2.2571  -0.36
C  -1.0830  5.7182  1.8979  0.42
C  -1.0766  5.2781  0.4361  -1.50
N  -0.8734  4.5458  2.8025  -0.31
H  -4.1214  7.6615  4.1083  0.28
H  -3.2663  8.8811  3.0957  0.32
H  -2.9049  8.5979  4.7810  0.27
H  -3.1243  5.7141  2.3183  -0.30
H  -2.7725  7.1810  1.5196  0.62
H  -0.3027  6.4721  2.0028  0.29
H  -1.3507  5.9499  -0.3773  0.47
H  -1.9040  4.5790  0.3139  0.28
H  -0.1241  4.7975  0.2128  0.33
H  -0.9680  4.9007  3.7433  0.27
H  0.0693  4.2243  2.6347  0.02
C  -9.2089  -3.8972  1.1344  -0.88
O  -7.8194  -3.4952  1.0090  -0.31
C  -6.9577  -4.6226  0.9313  -0.67
C  -5.5527  -4.1100  0.8042  0.64
C  -5.4503  -3.2866  -0.3941  -0.94
N  -4.6408  -5.2638  0.8144  -0.52
H  -9.8584  -3.2271  1.6977  0.27
H  -9.4595  -4.8581  1.5840  0.34
H  -9.6599  -4.0015  0.1476  0.33
H  -7.0077  -5.1711  1.8719  0.37
H  -7.2491  -5.2489  0.0882  0.30
H  -5.3321  -3.4930  1.6753  0.10
H  -6.2038  -2.5061  -0.2883  0.51
H  -5.5556  -3.8764  -1.3046  0.29
H  -4.4478  -2.8606  -0.3511  -0.15
H  -4.4728  -5.5731  1.7610  0.22
H  -3.7824  -5.3152  0.2847  0.19
C  -3.6528  -1.8817  -4.6364  -0.52
O  -2.5711  -1.9266  -5.4965  -0.35
C  -1.6284  -3.0071  -5.2570  -0.11
C  -0.4892  -2.8515  -6.2959  1.44
C  -0.8143  -3.0048  -7.7956  -1.55
N  0.5844  -3.9056  -6.2119  -0.72
H  -4.1672  -1.0135  -5.0484  0.32
H  -3.4369  -1.5943  -3.6073  0.00
H  -4.2850  -2.7664  -4.5618  0.31
H  -1.1238  -2.9121  -4.2955  0.05
H  -2.1116  -3.9716  -5.4132  0.23
H  0.0194  -1.9146  -6.0691  -0.89
H  -1.2796  -3.9714  -7.9884  0.46
H  -0.0620  -2.8980  -8.5771  0.35
H  -1.6702  -2.3780  -8.0457  0.38
H  0.2739  -4.8325  -6.4659  0.27
H  0.7702  -3.8621  -5.2201  0.27
C  0.5179  -2.6587  2.7763  -0.86
O  1.6021  -2.0627  2.0368  -0.12
C  2.6488  -2.9995  1.7864  -1.27
C  3.9636  -2.4357  1.1059  1.44
C  3.8296  -2.2969  -0.4276  -1.18
N  5.1063  -3.2470  1.3844  -0.78
H  -0.4301  -2.1262  2.8522  0.23
H  0.7225  -3.0517  3.7722  0.36
H  0.3908  -3.6301  2.2984  0.27
H  2.8777  -3.4496  2.7524  0.42
H  2.2764  -3.8632  1.2357  0.37
H  4.0706  -1.4733  1.6063  -0.33
H  2.8381  -1.8843  -0.6138  0.03
H  3.9064  -3.2647  -0.9233  0.41
H  4.5423  -1.7144  -1.0114  0.41
H  5.2520  -3.4314  2.3667  0.24
H  5.9384  -2.8367  0.9852  0.26
C  -1.7589  -0.8319  -1.3839  -0.81
O  -0.5427  -0.2860  -0.8704  -0.10
C  -0.7129  0.9910  -0.2863  -0.37
C  0.4716  1.5520  0.5415  1.77
C  1.8340  1.6637  -0.2075  -1.35
N  0.6327  0.8209  1.7797  0.27
H  -2.0676  -0.2321  -2.2401  0.39
H  -2.4760  -0.9785  -0.5763  0.39
H  -1.5062  -1.8383  -1.7177  -0.03
H  -0.9721  1.7196  -1.0544  0.38
H  -1.5459  1.0433  0.4148  -0.18
H  0.2591  2.5405  0.9489  -0.85
H  2.5551  2.1622  0.4403  0.15
H  1.6384  2.3452  -1.0354  0.40
H  2.2970  0.8072  -0.6975  0.20
H  0.8267  -0.1108  1.4414  0.02
H  -0.3027  0.8145  2.1608  -0.03

Atoms 1-3, force components in eV/Å:
0.82 1.20 1.27
-0.47 -0.23 -1.42
-1.05 -2.16 0.91